(1)
The following is a DFT calculation (ωB97M-V with the def2-TZVPD basis set) of C22H23N3O in the gas phase in a non-equilibrium geometry.

Summary:
**Max |F|**: 3.5 eV/A
**Calculated total energy**: -1091.57415 Eh
**Gap between HOMO and LUMO**: 0.2822 hartree

```
49
Properties=species:S:1:pos:R:3:nbo_charge:R:1
N 4.106 0.216 5.803 -0.2872
C 3.356 0.611 4.983 0.2729
C 2.317 1.096 4.108 -0.1542
C 1.048 0.482 4.116 -0.1787
C -0.016 1.053 3.409 -0.1615
C 0.228 2.220 2.694 -0.1733
C -0.620 3.014 1.848 0.2033
C -2.091 2.752 1.599 -0.4450
C -2.334 2.480 0.125 -0.3797
C -1.535 1.333 -0.520 -0.2276
C -1.990 0.002 0.080 -0.3864
C -1.211 -1.149 -0.558 -0.2200
N -1.320 -1.126 -2.022 -0.4588
C -1.112 -2.430 -2.719 -0.2156
C 0.340 -2.829 -2.527 -0.0450
C 0.683 -3.641 -1.461 -0.2154
C 2.029 -3.997 -1.281 -0.2035
C 2.987 -3.561 -2.188 -0.2258
C 2.675 -2.707 -3.240 -0.2037
C 1.322 -2.330 -3.399 -0.2133
C -0.931 0.139 -2.681 -0.2107
C -1.678 1.321 -2.042 -0.3826
N 0.056 3.980 1.291 -0.0923
O 1.423 3.888 1.784 -0.3192
C 1.457 2.798 2.618 0.3518
C 2.509 2.209 3.299 -0.2112
H 0.873 -0.390 4.714 0.2302
H -0.994 0.615 3.422 0.2230
H -2.623 3.688 1.860 0.2427
H -2.517 1.983 2.250 0.2213
H -3.421 2.293 -0.008 0.2046
H -2.099 3.332 -0.473 0.2165
H -0.502 1.445 -0.356 0.1945
H -3.056 -0.070 -0.109 0.2002
H -1.860 -0.024 1.181 0.1942
H -0.139 -1.062 -0.321 0.1695
H -1.607 -2.046 -0.119 0.2009
H -1.350 -2.398 -3.795 0.2084
H -1.745 -3.204 -2.237 0.1996
H -0.065 -3.973 -0.752 0.2099
H 2.338 -4.710 -0.504 0.2142
H 4.014 -3.871 -2.033 0.2102
H 3.479 -2.326 -3.868 0.2160
H 1.122 -1.628 -4.200 0.2109
H -1.183 0.018 -3.722 0.2043
H 0.133 0.310 -2.586 0.1666
H -2.757 1.339 -2.267 0.1988
H -1.247 2.230 -2.439 0.2077
H 3.508 2.623 3.242 0.2382
```

***

(2)
The following is a DFT calculation (ωB97M-V with the def2-TZVPD basis set) of a molecular structure, C22H23N3O4 in a non-equilibrium geometry.

Summary:
**Max |F|**: 19.7 eV/A
**Calculated total energy**: -1316.59657 Eh
**Gap between HOMO and LUMO**: 0.2565 hartree

```
52
Properties=species:S:1:pos:R:3:nbo_charge:R:1
C -3.480 -2.213 1.207 -0.6141
C -1.951 -1.942 0.764 0.0450
C -1.425 -2.204 -0.495 -0.2263
C -0.198 -2.116 -0.799 -0.2184
C 0.627 -1.671 0.005 -0.0531
C 0.017 -1.196 1.444 -0.1180
C -1.346 -1.452 1.855 -0.1987
H -1.667 -1.009 2.530 0.1737
H 0.676 -0.640 2.030 0.1916
C 2.044 -1.283 -0.161 0.1201
N 2.531 -0.114 0.534 -0.2083
N 3.754 0.145 0.134 -0.3212
C 4.767 -0.903 -0.577 0.6878
O 5.903 -0.267 -0.632 -0.5645
C 4.187 -2.090 -1.004 -0.5155
C 2.649 -2.014 -1.121 -0.4645
H 2.338 -3.142 -1.334 0.2579
H 2.568 -1.480 -2.103 0.2334
H 4.905 -2.352 -1.762 0.2818
H 4.296 -2.698 0.098 0.2547
C 4.271 1.318 0.688 -0.1834
C 3.052 2.321 1.379 -0.4875
C 2.265 2.701 0.100 0.7046
O 2.527 3.443 -0.630 -0.5701
N 1.080 2.115 -0.192 -0.6534
H 1.044 1.185 0.667 0.3448
C 0.177 1.823 -1.068 -0.1809
C -1.204 1.872 -0.664 -0.0013
C -1.785 2.131 0.704 -0.2384
C -2.970 1.881 1.100 -0.2836
C -3.809 1.320 0.134 0.1955
C -3.394 0.718 -1.174 0.2621
C -2.048 1.015 -1.454 -0.2707
H -1.759 0.479 -2.449 0.2139
O -4.402 -0.004 -1.675 -0.4734
C -5.455 0.378 -0.801 0.3418
O -5.101 0.838 0.184 -0.4718
H -5.889 -0.806 -0.337 0.0440
H -6.300 0.802 -1.334 0.1421
H -3.476 2.406 2.075 0.2443
H -0.961 2.661 1.383 0.2284
H 0.104 3.091 -1.246 0.2381
H 0.369 1.259 -1.821 0.1901
H 2.546 1.603 2.040 0.2525
H 3.506 3.209 1.534 0.2401
H 5.144 1.064 1.611 0.1607
H 4.981 1.703 0.034 0.2322
H 0.248 -2.514 -1.708 0.2029
H -2.202 -2.660 -1.308 0.2171
H -4.223 -2.465 0.297 0.2008
H -3.553 -2.959 1.819 0.1984
H -3.978 -1.288 1.500 0.2166
```

***

(3)
The following is a DFT calculation (ωB97M-V with the def2-TZVPD basis set) of C22H23N3O4S in the gas phase.

Summary:
**Max |F|**: 0.9 eV/A
**Calculated total energy**: -1715.55765 Eh
**Gap between HOMO and LUMO**: 0.3438 hartree

```
53
Properties=species:S:1:pos:R:3:nbo_charge:R:1
C -6.093 -1.844 -0.691 -0.2549
O -5.278 -2.025 0.445 -0.4841
C -3.941 -1.863 0.325 0.3278
C -3.281 -1.521 -0.855 -0.3245
C -1.905 -1.373 -0.854 -0.1007
C -1.188 -1.568 0.308 -0.3883
S 0.564 -1.242 0.320 2.3494
O 1.171 -2.017 1.374 -0.9636
O 1.072 -1.395 -1.012 -0.9348
N 0.601 0.353 0.758 -0.6920
C 0.994 0.738 2.098 -0.3107
C 2.507 0.999 2.096 0.6645
O 2.981 2.114 2.120 -0.6118
N 3.223 -0.141 2.010 -0.6250
C 4.544 -0.158 1.407 -0.2586
C 4.370 -0.646 -0.011 0.1950
C 4.462 -1.998 -0.324 -0.2542
C 4.167 -2.400 -1.615 -0.1541
C 3.793 -1.443 -2.544 -0.2506
C 3.731 -0.123 -2.130 0.0517
N 4.010 0.268 -0.901 -0.4357
C 0.700 1.355 -0.277 -0.2663
C -0.495 2.274 -0.329 -0.0486
C -1.706 1.934 0.259 -0.2230
C -2.791 2.789 0.177 -0.2037
C -2.680 3.995 -0.493 -0.2203
C -1.474 4.343 -1.078 -0.2202
C -0.389 3.489 -0.995 -0.1522
C -1.829 -1.915 1.486 -0.1667
C -3.199 -2.065 1.496 -0.2540
H -7.111 -2.023 -0.352 0.2053
H -5.843 -2.559 -1.481 0.1800
H -6.015 -0.825 -1.082 0.1801
H -3.826 -1.365 -1.772 0.2271
H -1.374 -1.110 -1.755 0.2321
H 0.738 -0.079 2.772 0.2323
H 0.456 1.647 2.381 0.2330
H 2.696 -1.005 1.914 0.4217
H 4.919 0.867 1.419 0.2508
H 5.202 -0.815 1.979 0.1988
H 4.747 -2.715 0.431 0.2164
H 4.219 -3.444 -1.889 0.2158
H 3.544 -1.715 -3.557 0.2184
H 3.442 0.666 -2.812 0.1890
H 0.791 0.811 -1.222 0.2467
H 1.616 1.941 -0.147 0.2371
H -1.797 0.995 0.786 0.2165
H -3.726 2.511 0.642 0.2107
H -3.526 4.663 -0.555 0.2122
H -1.377 5.286 -1.597 0.2126
H 0.553 3.765 -1.445 0.2044
H -1.242 -2.074 2.376 0.2369
H -3.727 -2.336 2.395 0.2322
```

***

What is the gap between HOMO and LUMO in the third record?
0.3438 hartree